No. 1
{"formula": "C20H19N5O3S", "method": "wB97M-V/def2-TZVPD", "spin_multiplicity": 1, "total_charge": 0, "largest_force_ev_per_a": 1.3, "smiles": "O=C(CSc1ncn[nH]1)N1N=C2/C(=C/c3ccco3)CCC[C@H]2[C@@H]1c1ccco1", "e_tot_ha": -1671.17002, "homo_lumo_gap_ev": 7.614, "e_above_lowest_ev": 2.3931, "homo_ev": -8.03, "symbols": ["O", "C", "N", "N", "C", "C", "C", "C", "C", "C", "C", "O", "H", "H", "H", "H", "C", "H", "C", "C", "C", "H", "C", "C", "C", "C", "C", "O", "H", "H", "H", "H", "H", "H", "H", "H", "H", "C", "H", "H", "S", "C", "N", "C", "N", "N", "H", "H"], "positions_angstrom": [[1.9181, 0.7344, -2.1696], [1.4601, 0.0687, -1.2519], [0.1928, 0.2261, -0.8297], [-0.3515, -0.4682, 0.1957], [-1.5508, -0.0581, 0.4011], [-2.4522, -0.5077, 1.4227], [-2.1794, -1.6258, 2.1314], [-2.9665, -2.2648, 3.1383], [-4.2829, -2.1783, 3.5469], [-4.4475, -3.1285, 4.5736], [-3.2334, -3.7322, 4.7240], [-2.3442, -3.2299, 3.8640], [-2.8972, -4.5051, 5.3867], [-5.3431, -3.3361, 5.1221], [-5.0489, -1.5491, 3.1449], [-1.2421, -2.1245, 1.9231], [-3.6148, 0.4231, 1.6215], [-4.3842, 0.2488, 0.8643], [-3.1094, 1.8681, 1.5335], [-2.5950, 2.2303, 0.1334], [-2.0058, 1.0041, -0.5754], [-2.7790, 0.5547, -1.2091], [-0.7290, 1.2290, -1.4064], [-0.9020, 1.0011, -2.8686], [-1.2059, -0.1301, -3.5707], [-1.2307, 0.2521, -4.9332], [-0.9436, 1.5812, -4.9517], [-0.7453, 2.0415, -3.7073], [-0.8547, 2.2848, -5.7551], [-1.4316, -0.3787, -5.7742], [-1.3793, -1.1085, -3.1696], [-0.2993, 2.2269, -1.2621], [-3.4075, 2.6350, -0.4719], [-1.8360, 3.0089, 0.2238], [-2.3014, 1.9821, 2.2594], [-3.9076, 2.5554, 1.8155], [-4.0548, 0.2586, 2.6032], [2.2714, -0.9510, -0.4890], [3.0222, -1.4084, -1.1315], [1.6255, -1.6997, -0.0368], [3.1299, -0.1518, 0.9263], [4.4728, 0.6003, 0.1143], [5.6235, 0.8799, 0.6915], [6.3331, 1.4479, -0.3023], [5.6918, 1.5281, -1.4432], [4.4947, 0.9889, -1.1793], [3.7463, 0.9601, -1.8705], [7.3365, 1.7952, -0.1715]], "forces_ev_per_a": [[-0.1, 0.2, -0.1], [0.3, -0.4, 0.3], [-0.4, 0.7, -0.8], [-0.5, -0.5, 1.1], [0.9, 0.3, -0.9], [-0.3, -0.9, 0.9], [0.2, 0.5, -0.5], [-1.2, 0.3, 0.2], [0.7, 0.1, -0.3], [0.5, -0.4, 0.2], [-0.9, 0.0, 0.3], [0.5, 0.1, -0.2], [0.1, -0.1, 0.0], [-0.1, -0.1, 0.1], [-0.1, 0.2, -0.1], [0.1, -0.1, -0.1], [0.1, 0.1, 0.2], [-0.1, 0.0, 0.0], [-0.2, 0.0, -0.1], [0.0, 0.0, 0.1], [0.2, -0.1, 0.1], [0.1, 0.0, 0.0], [0.2, 0.2, -0.3], [-0.2, -0.8, 0.0], [0.1, 0.5, 0.5], [0.1, 0.5, -0.2], [-0.2, -0.6, -0.7], [0.1, 0.4, 0.4], [0.0, 0.2, 0.0], [0.0, -0.1, -0.2], [0.0, -0.2, 0.2], [-0.1, -0.1, 0.0], [0.0, 0.0, 0.0], [0.0, 0.0, -0.1], [0.0, 0.0, 0.0], [0.1, 0.0, 0.1], [-0.1, 0.0, 0.0], [0.3, 0.2, 0.3], [-0.1, 0.0, -0.1], [0.1, 0.0, -0.1], [-0.4, -0.3, 0.0], [0.1, 0.1, -0.5], [-0.4, -0.4, 0.6], [-0.4, 0.0, -0.3], [0.5, 0.3, -0.7], [0.2, -0.1, 0.6], [0.0, 0.0, 0.1], [0.2, 0.1, -0.1]]}


No. 2
{"formula": "C20H19N5O5S", "method": "wB97M-V/def2-TZVPD", "spin_multiplicity": 1, "total_charge": 0, "largest_force_ev_per_a": 1.4, "smiles": "COc1ccc(NS(=O)(=O)c2ccc(N/N=C(\\C)c3ccncc3)c([N+](=O)[O-])c2)cc1", "e_tot_ha": -1821.57168, "homo_lumo_gap_ev": 7.588, "homo_ev": -8.58, "symbols": ["C", "H", "H", "H", "O", "C", "C", "C", "C", "C", "C", "H", "H", "N", "S", "O", "O", "C", "C", "C", "C", "N", "N", "C", "C", "C", "C", "N", "C", "C", "H", "H", "H", "H", "C", "H", "H", "H", "H", "C", "C", "H", "H", "N", "O", "O", "H", "H", "H", "H"], "positions_angstrom": [[-0.3632, 2.5026, 3.4144], [0.2523, 2.3309, 4.2962], [-1.1365, 1.7296, 3.3554], [-0.8383, 3.4854, 3.4911], [0.5188, 2.4394, 2.3184], [0.0147, 2.6214, 1.0663], [-1.3280, 2.8261, 0.7669], [-1.7367, 2.9467, -0.5499], [-0.8177, 2.8668, -1.5868], [0.5321, 2.6998, -1.2864], [0.9423, 2.5821, 0.0238], [1.9836, 2.4451, 0.2685], [1.2586, 2.6573, -2.0853], [-1.2854, 2.8740, -2.9120], [-2.2857, 1.5705, -3.3091], [-3.5655, 1.7576, -2.7045], [-2.1930, 1.4122, -4.7257], [-1.4135, 0.2671, -2.4418], [-0.2351, -0.2024, -2.9547], [0.6177, -0.9837, -2.1662], [0.2801, -1.2461, -0.8145], [1.1041, -1.9173, 0.0213], [0.8471, -1.9523, 1.3359], [1.6236, -2.5650, 2.1483], [1.2314, -2.4878, 3.5587], [0.5277, -1.3753, 4.0259], [0.1721, -1.3255, 5.3616], [0.4600, -2.2817, 6.2296], [1.1185, -3.3388, 5.7890], [1.5303, -3.4953, 4.4750], [2.0496, -4.3918, 4.1744], [1.3283, -4.0996, 6.5293], [-0.3682, -0.4787, 5.7648], [0.2917, -0.5728, 3.3468], [2.8634, -3.3172, 1.7586], [3.4512, -2.7435, 1.0411], [2.5993, -4.2665, 1.2905], [3.4846, -3.5141, 2.6266], [1.9621, -2.3097, -0.3766], [-0.9598, -0.7722, -0.3358], [-1.7923, -0.0344, -1.1331], [-2.7435, 0.3281, -0.7799], [-1.2134, -1.0050, 0.6852], [1.8359, -1.4161, -2.7557], [2.0991, -1.0393, -3.8776], [2.5792, -2.1430, -2.1015], [0.0464, 0.0248, -3.9720], [-0.5590, 2.9704, -3.6072], [-2.7783, 3.0830, -0.7912], [-2.0690, 2.8876, 1.5475]], "forces_ev_per_a": [[-0.1, 0.0, 0.1], [-0.1, 0.0, 0.0], [0.0, 0.0, 0.0], [0.0, 0.0, 0.0], [0.2, 0.0, -0.3], [0.0, 0.0, -0.1], [0.1, 0.0, 0.3], [0.2, 0.2, -0.2], [0.0, 0.3, 0.8], [-0.2, 0.0, 0.0], [0.0, 0.0, 0.2], [0.1, 0.0, 0.0], [0.1, -0.1, -0.1], [-0.6, -0.3, -0.6], [0.6, -0.2, -0.1], [0.1, 0.0, 0.3], [0.3, 0.0, -0.1], [-0.5, 0.3, -0.3], [0.1, -0.2, -0.1], [-1.2, 0.5, 0.5], [-0.1, 0.2, -0.3], [1.2, -0.8, -0.1], [-0.4, 0.1, 0.6], [0.1, 0.0, -0.7], [-0.3, 0.1, 0.6], [0.1, -0.2, 0.1], [0.0, 0.2, -0.3], [-0.1, 0.0, 0.5], [0.1, -0.2, -0.1], [-0.1, 0.2, -0.2], [0.1, -0.1, 0.0], [0.1, -0.1, 0.0], [0.0, 0.1, -0.1], [0.0, 0.1, 0.0], [-0.2, 0.1, -0.1], [0.1, 0.0, 0.0], [0.0, -0.1, 0.0], [0.0, 0.0, 0.0], [-0.4, 0.2, 0.1], [0.0, 0.0, 0.0], [0.1, -0.2, 0.0], [-0.1, 0.0, 0.2], [-0.1, 0.0, 0.0], [0.5, 0.0, -0.3], [0.1, 0.0, -0.1], [0.2, -0.2, 0.0], [0.1, 0.0, 0.0], [0.0, 0.0, -0.2], [-0.1, 0.1, 0.0], [-0.1, 0.0, 0.1]]}